This record from the OMol25 dataset describes a structure of composition C22H55ClP2ReSi. The level of theory is ωB97M-V with the def2-TZVPD basis set.

Expectation value of S²: 3.7707
E_LUMO (alpha / beta), eV: 0.60 / -0.26
HOMO (alpha / beta), eV: -5.62 / -7.16
Energy relative to the best compared isomer or geometry (same formula, charge and spin), kJ/mol: 0.0

Geometry as ORCA input:
```
! RIJCOSX wB97M-V def2-TZVPD def2/J DEFGRID3
* xyz 0 4
Re -0.57 1.04 0.35
Cl -2.87 0.71 0.46
P 0.35 2.57 -1.02
P -0.28 -2.99 -0.74
Si 0.16 0.56 3.41
C 2.47 -2.70 -0.38
C 2.77 2.76 0.52
C -2.45 -3.39 0.93
C 0.51 -0.11 1.65
C -0.11 4.13 -3.39
C -1.23 -3.39 -2.27
C 1.41 1.88 3.86
C -1.38 -4.88 -2.54
C -2.08 3.96 -0.72
C -2.57 -2.63 -2.33
C -0.19 -3.87 1.95
C -1.04 -3.94 0.67
C -1.59 1.17 3.68
C -0.60 4.01 -0.32
C 2.18 2.98 -0.87
C 0.43 -0.89 4.57
C 2.54 4.36 -1.41
C 1.43 -3.62 -1.04
C -0.47 3.90 1.20
C -0.82 1.73 -3.47
C 1.65 -5.09 -0.69
C 0.18 2.72 -2.88
H 1.20 2.18 4.90
H 1.35 2.78 3.23
H -0.60 0.68 -3.22
H 2.63 -5.40 -1.10
H 2.46 3.53 1.23
H 1.58 -0.22 1.40
H 0.69 -4.53 1.92
H 1.54 -3.50 -2.14
H 0.36 -0.51 5.60
H 1.20 2.42 -3.20
H 3.61 4.54 -1.21
H -3.19 -3.78 0.21
H 0.11 4.14 -4.47
H -0.67 2.82 1.52
H -2.86 -2.51 -3.39
H 2.43 1.48 3.81
H 0.89 -5.74 -1.13
H 2.41 4.43 -2.50
H 0.51 4.91 -2.94
H 2.36 -2.67 0.71
H 0.17 -2.85 2.14
H -2.34 0.43 3.38
H -2.25 4.10 -1.79
H -1.83 -5.40 -1.68
H 2.39 -1.67 -0.75
H -2.47 -2.28 0.88
H -2.63 4.76 -0.19
H -1.85 1.96 -3.15
H -0.35 -1.66 4.43
H -0.79 1.81 -4.57
H -3.37 -3.20 -1.84
H -0.81 -4.16 2.80
H -1.23 4.51 1.70
H 0.52 4.20 1.58
H -0.57 -2.96 -3.05
H -1.16 4.40 -3.28
H -1.09 -4.98 0.32
H 1.42 -1.35 4.43
H 1.99 5.17 -0.92
H -0.77 -0.45 -0.39
H 2.59 2.21 -1.54
H -2.79 -3.67 1.94
H 0.07 -1.13 1.59
H 3.87 2.82 0.44
H -2.05 -5.02 -3.40
H -2.51 -1.63 -1.88
H 0.85 0.55 -0.38
H -0.42 -5.35 -2.78
H -1.67 1.33 4.77
H 1.67 -5.25 0.39
H -0.12 4.92 -0.72
H 2.54 1.78 0.95
H -2.52 3.00 -0.41
H -1.81 2.12 3.18
H 3.48 -3.06 -0.61
*
```